# 1
The following is a quantum chemistry calculation of C35H29Cl5F6LaN7O4SbSi as an isolated structure in a non-equilibrium geometry, from the OMol25 dataset.

Last column: Löwdin charge in e.
Element x y z (Å)
La: -1.05 -0.10 0.29  1.97
Cl: -7.84 -1.44 -0.51  0.80
C: -6.52 -0.47 -0.32  -0.75
C: -5.41 -0.54 -1.13  -0.02
C: -4.16 0.16 -0.81  -0.15
N: -2.93 0.06 -1.49  -0.01
C: -2.79 0.23 -2.80  -0.46
O: -3.55 0.11 -3.75  0.05
C: -1.34 0.63 -3.23  -0.22
C: -1.05 0.79 -4.57  -0.01
C: 0.20 1.32 -4.91  -0.04
C: 1.04 1.70 -3.83  -0.02
C: 0.62 1.47 -2.49  -0.16
N: -0.49 0.89 -2.23  0.02
C: -4.18 0.90 0.44  -0.16
C: -5.45 1.23 1.09  0.03
C: -6.61 0.50 0.69  -0.71
Cl: -8.06 0.74 1.49  0.77
N: -2.98 1.47 0.81  -0.02
C: -2.89 2.50 1.60  -0.47
O: -3.78 3.11 2.19  0.05
C: -1.49 3.17 1.57  -0.19
C: -1.20 4.29 2.41  0.02
C: 0.02 4.92 2.30  -0.04
C: 0.91 4.41 1.32  -0.04
C: 0.51 3.34 0.53  -0.14
N: -0.59 2.64 0.74  0.01
H: -5.55 -1.19 -1.99  0.13
H: -1.77 0.60 -5.39  0.13
H: 0.53 1.44 -5.97  0.12
H: 2.04 2.15 -4.11  0.12
H: 1.28 1.73 -1.71  0.06
H: -5.21 1.99 1.89  0.11
H: -1.98 4.66 3.02  0.10
H: 0.27 5.81 2.86  0.11
H: 1.85 4.86 1.15  0.08
H: 1.27 2.84 -0.14  0.10
O: -0.21 -2.22 1.36  -0.34
C: -0.14 -3.63 1.00  -0.09
C: -0.60 -3.58 -0.48  -0.26
C: -0.90 -4.72 -1.25  -0.03
C: -1.08 -4.70 -2.60  -0.02
C: -0.98 -3.40 -3.21  -0.02
C: -0.65 -2.34 -2.41  -0.13
N: -0.46 -2.43 -1.08  0.01
H: 0.11 -2.13 2.28  -0.05
H: -0.89 -4.18 1.53  0.10
H: 0.93 -3.96 1.11  0.15
H: -1.15 -5.61 -0.68  0.12
H: -1.39 -5.59 -3.18  0.12
H: -1.16 -3.28 -4.29  0.12
H: -0.60 -1.36 -2.80  0.07
C: 5.80 -0.72 0.71  0.02
N: 4.75 -0.44 -0.26  -0.07
N: 3.75 0.29 0.24  0.02
C: 2.56 -0.21 -0.12  -0.44
O: 1.48 0.29 0.11  -0.14
C: 2.84 -1.46 -0.72  0.09
C: 4.18 -1.51 -0.88  -0.24
C: 5.05 -2.59 -1.49  -0.01
C: 4.11 1.47 0.89  -0.24
C: 4.72 2.48 0.12  0.00
C: 4.96 3.73 0.70  -0.07
C: 4.71 3.88 2.07  -0.07
C: 4.08 2.83 2.79  -0.07
C: 3.84 1.57 2.23  -0.01
H: 5.39 -1.25 1.53  0.10
H: 6.22 0.22 1.09  0.10
H: 6.58 -1.23 0.15  0.09
H: 2.09 -2.11 -1.07  0.10
H: 4.62 -3.09 -2.34  0.08
H: 5.06 -3.46 -0.76  0.11
H: 6.11 -2.28 -1.64  0.09
H: 5.00 2.33 -0.88  0.10
H: 5.47 4.52 0.16  0.10
H: 4.97 4.82 2.56  0.11
H: 3.90 3.00 3.82  0.07
H: 3.39 0.72 2.73  0.11
Cl: 0.98 -1.31 4.15  0.08
Si: -0.16 0.47 3.43  -0.52
Cl: -1.68 0.34 4.82  0.16
Cl: 1.19 1.85 4.39  0.12
F: -3.35 -4.70 0.66  -0.33
Sb: -4.09 -3.30 1.65  1.38
F: -2.91 -2.01 0.67  -0.42
F: -5.24 -3.07 0.17  -0.35
F: -4.90 -1.91 2.46  -0.30
F: -5.18 -4.62 2.54  -0.37
F: -2.80 -3.32 2.99  -0.33

Summary:
molecular weight = 1191.7 u
ΔE to the lowest compared entry with this formula, charge and spin = 37.8 kcal per mole
LUMO (spin up / spin down) = -0.328 / -2.811 eV
spin multiplicity = 2
HOMO level (spin up / spin down) = -8.085 / -8.149 eV
gap between HOMO and LUMO (spin up / spin down) = 7.8 / 5.3 eV


# 2
The following is a quantum chemistry calculation of a 4-piece molecular cluster, C35H29F17NO2PS2 overall in a non-equilibrium geometry, from the OMol25 dataset.

Last column: Löwdin charge in e.
Element x y z (Å)
O: -1.55 -0.82 2.29  0.13
C: -0.58 -0.84 1.58  -0.33
C: -0.57 -1.00 0.06  -0.10
C: -1.47 -1.56 -0.77  -0.05
C: -1.17 -1.51 -2.10  -0.40
P: -2.37 -2.28 -3.22  0.40
S: -4.21 -1.99 -2.67  0.21
C: -0.04 -0.90 -2.54  -0.03
C: 0.88 -0.34 -1.70  -0.12
C: 2.15 0.36 -2.12  -0.10
C: 2.58 0.17 -3.58  -0.14
C: 3.90 -0.65 -3.69  -0.07
C: 5.09 0.26 -3.59  -0.45
F: 5.10 1.18 -4.55  0.14
F: 5.09 0.91 -2.40  0.11
C: 6.45 -0.57 -3.64  -0.54
F: 7.20 -0.33 -2.56  0.17
F: 7.15 -0.23 -4.72  0.17
F: 6.24 -1.89 -3.68  0.16
C: 0.58 -0.42 -0.37  -0.05
C: 1.36 0.07 0.84  -0.30
O: 2.23 0.91 0.90  0.16
N: 0.78 -0.65 1.94  0.03
C: 1.43 -1.95 2.24  -0.09
C: 1.48 -2.25 3.74  -0.02
C: 1.00 -3.66 4.13  -0.50
F: 1.47 -3.91 5.36  0.13
F: 1.53 -4.52 3.24  0.14
C: -0.54 -3.75 4.09  -0.45
F: -1.11 -2.66 4.59  0.14
F: -0.89 -3.82 2.81  0.13
S: -1.30 -5.25 4.99  0.76
F: -2.69 -4.49 5.11  -0.13
F: -1.83 -5.87 3.63  -0.13
F: 0.04 -6.06 4.82  -0.12
F: -0.86 -4.66 6.37  -0.11
F: -1.92 -6.48 5.74  -0.11
H: -2.37 -2.00 -0.39  0.11
H: -2.06 -1.89 -4.54  -0.02
H: -2.09 -3.66 -3.14  -0.02
H: 0.11 -0.87 -3.61  0.10
H: 2.01 1.42 -1.94  0.13
H: 2.97 0.06 -1.47  0.11
H: 1.85 -0.33 -4.20  0.09
H: 2.77 1.14 -4.05  0.10
H: 3.92 -1.14 -4.65  0.13
H: 3.89 -1.38 -2.89  0.13
H: 0.98 -2.74 1.64  0.13
H: 2.45 -1.85 1.88  0.14
H: 1.00 -1.49 4.34  0.14
H: 2.52 -2.26 4.03  0.13
F: 3.64 3.41 -3.83  0.05
C: 4.28 4.48 -3.32  -0.28
C: 3.77 5.74 -3.56  -0.02
C: 4.42 6.85 -3.03  -0.08
C: 5.58 6.68 -2.28  -0.10
C: 6.08 5.40 -2.06  -0.08
C: 5.43 4.29 -2.57  -0.01
H: 2.87 5.85 -4.15  0.12
H: 4.03 7.84 -3.20  0.10
H: 6.09 7.54 -1.88  0.10
H: 6.98 5.27 -1.48  0.11
H: 5.79 3.29 -2.40  0.10
F: -1.98 1.27 -0.27  0.06
C: -2.58 2.23 0.48  -0.26
C: -2.79 1.97 1.82  -0.01
C: -3.40 2.94 2.60  -0.07
C: -3.79 4.15 2.03  -0.09
C: -3.57 4.38 0.68  -0.08
C: -2.95 3.42 -0.10  -0.01
H: -2.48 1.01 2.22  0.08
H: -3.56 2.76 3.65  0.11
H: -4.26 4.90 2.64  0.10
H: -3.87 5.32 0.24  0.10
H: -2.76 3.59 -1.16  0.12
F: -6.73 -1.76 -1.21  -0.01
C: -6.68 -1.55 0.12  -0.29
C: -5.51 -1.07 0.68  -0.02
C: -5.47 -0.86 2.05  -0.07
C: -6.58 -1.13 2.84  -0.10
C: -7.74 -1.61 2.25  -0.09
C: -7.79 -1.82 0.88  -0.02
H: -4.65 -0.87 0.05  0.08
H: -4.56 -0.48 2.50  0.09
H: -6.53 -0.97 3.90  0.10
H: -8.60 -1.83 2.86  0.10
H: -8.69 -2.19 0.41  0.12

Summary:
molecular weight = 913.7 u
LUMO = -0.653 eV
SMILES string = O=C1c2cc([PH2]=S)cc(CCCC(F)(F)C(F)(F)F)c2C(=O)N1CCC(F)(F)C(F)(F)S(F)(F)(F)(F)F.Fc1ccccc1.Fc1ccccc1.Fc1ccccc1
HOMO level = -8.821 eV
gap between HOMO and LUMO = 8.2 eV


# 3
The following is a quantum chemistry calculation of C35H29N3O5PtS2 as an isolated structure in a non-equilibrium geometry, from the OMol25 dataset.

Last column: Löwdin charge in e.
Element x y z (Å)
Pt: 0.11 0.98 -0.09  0.87
C: 3.55 -0.66 0.19  0.01
C: 3.34 0.67 -0.43  -0.34
N: 2.16 1.20 -0.72  -0.01
C: 2.39 2.45 -1.26  -0.13
C: 3.73 2.66 -1.32  -0.07
N: 4.31 1.53 -0.79  0.19
C: 4.58 3.78 -1.77  -0.50
O: 3.95 4.81 -2.29  0.13
O: 5.79 3.69 -1.66  0.09
C: 1.26 3.34 -1.69  -0.57
O: 1.58 4.43 -2.22  0.05
O: 0.11 2.90 -1.46  -0.10
H: 2.58 -1.09 0.42  0.06
H: 4.12 -0.57 1.12  0.09
H: 4.09 -1.33 -0.48  0.09
H: 5.31 1.43 -0.71  0.18
H: 2.94 4.65 -2.29  0.01
C: 3.68 -6.77 -0.39  -0.05
C: 2.94 -5.57 -0.90  -0.27
C: 3.20 -5.06 -2.17  -0.04
C: 2.54 -3.93 -2.63  -0.08
C: 1.61 -3.31 -1.82  -0.41
C: 1.33 -3.79 -0.55  -0.07
C: 2.00 -4.92 -0.10  -0.03
S: 0.74 -1.86 -2.41  0.96
C: -0.67 -2.73 -3.12  -0.22
O: 0.22 -1.20 -1.17  -0.61
H: 4.09 -7.36 -1.20  0.08
H: 3.03 -7.41 0.21  0.08
H: 4.51 -6.46 0.25  0.09
H: 3.92 -5.55 -2.80  0.12
H: 2.76 -3.53 -3.62  0.11
H: 0.60 -3.28 0.06  0.11
H: 1.79 -5.30 0.89  0.12
H: -1.19 -3.23 -2.30  0.06
H: -0.29 -3.44 -3.85  0.06
H: -1.31 -1.99 -3.59  0.05
C: -3.62 -3.11 0.45  -0.09
C: -3.77 -2.39 -0.73  -0.09
C: -3.21 -1.12 -0.85  -0.05
C: -2.51 -0.56 0.22  -0.24
C: -2.38 -1.28 1.40  -0.02
C: -2.93 -2.55 1.51  -0.07
H: -4.06 -4.10 0.54  0.10
H: -4.33 -2.81 -1.56  0.10
H: -3.32 -0.56 -1.76  0.12
H: -1.86 -0.83 2.23  0.10
H: -2.82 -3.10 2.44  0.10
N: -5.44 7.88 -1.11  0.17
C: -4.84 6.91 -0.95  -0.17
C: -4.11 5.69 -0.74  -0.20
C: -3.73 4.91 -1.83  0.00
C: -3.13 3.69 -1.63  0.02
C: -2.91 3.22 -0.32  -0.20
C: -3.22 4.05 0.77  0.02
C: -3.82 5.27 0.56  -0.01
C: -2.41 1.93 -0.10  0.09
C: -1.92 0.79 0.07  -0.22
H: -3.91 5.28 -2.83  0.13
H: -2.82 3.08 -2.46  0.13
H: -2.98 3.70 1.76  0.12
H: -4.08 5.90 1.40  0.13
S: 0.82 2.10 1.82  0.64
C: -0.03 1.44 3.22  -0.67
C: 0.17 0.13 3.65  -0.15
C: -0.44 -0.35 4.80  -0.10
C: -1.25 0.49 5.55  -0.10
C: -1.44 1.81 5.15  -0.09
C: -0.84 2.28 3.99  -0.13
H: 0.82 -0.52 3.06  0.10
H: -0.28 -1.37 5.11  0.10
H: -1.73 0.13 6.45  0.10
H: -2.07 2.47 5.73  0.10
H: -0.98 3.30 3.67  0.09

Summary:
molecular weight = 830.8 u
ΔE to the lowest compared entry with this formula, charge and spin = 29.5 kcal per mole
LUMO (spin up / spin down) = -1.777 / -1.776 eV
HOMO level (spin up / spin down) = -7.286 / -7.285 eV
gap between HOMO and LUMO (spin up / spin down) = 5.5 / 5.5 eV